Computed, not measured: a molecular structure, C36H47As2F9N3OPS6Si3Tc, with wB97M-V/def2-TZVPD.

Summary:
**Energy relative to the best compared isomer or geometry (same formula, charge and spin)**: 0.0000 eV
**E_LUMO (alpha / beta)**: -9.48 / -9.48 eV
**Gap between HOMO and LUMO (alpha / beta)**: 6.6 / 6.6 eV
**HOMO energy (alpha / beta)**: -16.048 / -16.049 eV
**Net charge**: +3
**Maximum force**: 0.61 eV/A

Each line ends with the Löwdin charge.
Positions of all 109 atoms, in Å:
Tc: -0.39 -1.30 0.47  0.43
O: 0.62 -3.00 1.08  -0.34
N: 1.43 -2.91 2.15  -0.17
C: 2.03 -4.05 2.56  0.02
C: 2.89 -4.02 3.62  0.01
C: 3.15 -2.81 4.27  0.00
C: 2.51 -1.66 3.83  -0.05
C: 1.64 -1.73 2.75  -0.55
S: 0.85 -0.33 2.07  0.70
H: 1.75 -4.93 2.00  0.16
H: 3.36 -4.94 3.94  0.14
H: 3.84 -2.76 5.10  0.14
H: 2.69 -0.71 4.31  0.13
S: -0.32 3.90 -4.13  0.30
As: -1.40 2.62 -3.06  -0.01
S: -1.40 0.91 -0.04  0.00
S: -0.13 1.83 -1.38  0.16
S: -3.27 1.86 -3.07  0.22
C: -3.80 5.19 1.99  -0.19
Si: -3.21 4.00 0.71  0.36
C: -2.31 4.86 -0.66  -0.22
C: -4.54 2.86 0.15  -0.22
As: -1.52 2.50 1.70  0.81
Si: -2.67 1.33 3.55  0.36
C: -3.58 2.73 4.32  -0.19
C: -1.48 0.55 4.72  -0.20
C: -3.71 0.10 2.66  -0.21
Si: 0.55 3.86 2.14  0.37
C: -0.33 5.36 2.72  -0.20
C: 1.50 3.01 3.46  -0.20
C: 1.51 4.11 0.60  -0.20
H: -4.25 6.03 1.45  0.07
H: -3.01 5.59 2.62  0.02
H: -4.56 4.76 2.63  0.03
H: -2.86 4.74 -1.60  0.02
H: -1.29 4.50 -0.80  -0.03
H: -2.25 5.93 -0.45  0.06
H: -5.26 3.42 -0.46  0.06
H: -5.09 2.43 0.99  0.04
H: -4.15 2.05 -0.47  -0.05
H: -2.99 3.65 4.32  0.03
H: -3.81 2.48 5.36  0.06
H: -4.52 2.92 3.80  0.04
H: -0.62 1.20 4.93  0.02
H: -1.12 -0.41 4.37  0.01
H: -2.00 0.39 5.68  0.06
H: -4.18 0.54 1.77  0.01
H: -4.51 -0.26 3.32  0.07
H: -3.12 -0.76 2.35  -0.01
H: -0.98 5.16 3.57  0.04
H: -0.91 5.82 1.92  0.03
H: 0.42 6.09 3.05  0.07
H: 0.87 2.73 4.31  0.03
H: 2.26 3.70 3.83  0.07
H: 2.00 2.12 3.09  0.00
H: 0.92 4.57 -0.19  0.03
H: 1.94 3.18 0.23  0.01
H: 2.34 4.79 0.85  0.07
F: 1.38 -7.28 -5.06  0.17
C: 1.51 -7.32 -3.73  -0.60
F: 0.62 -8.19 -3.24  0.16
F: 2.74 -7.79 -3.46  0.17
C: 1.34 -5.95 -3.13  -0.09
C: 2.10 -4.90 -3.64  0.03
C: 1.97 -3.64 -3.10  -0.06
C: 1.10 -3.41 -2.03  -0.34
C: 0.34 -4.47 -1.53  -0.08
C: 0.46 -5.74 -2.08  0.02
P: 1.02 -1.69 -1.43  1.03
C: 2.68 -1.30 -0.82  -0.35
C: 3.04 0.02 -0.58  -0.12
C: 4.19 0.32 0.12  0.02
C: 4.99 -0.72 0.60  -0.09
C: 4.67 -2.04 0.32  0.03
C: 3.51 -2.33 -0.39  -0.05
C: 6.13 -0.41 1.54  -0.59
F: 5.68 -0.49 2.81  0.14
F: 7.13 -1.28 1.41  0.18
F: 6.61 0.82 1.36  0.17
C: 0.72 -0.79 -2.97  -0.41
C: -0.52 -1.03 -3.59  -0.09
C: -0.84 -0.39 -4.77  -0.02
C: 0.07 0.50 -5.33  -0.14
C: 1.31 0.71 -4.75  0.00
C: 1.64 0.06 -3.57  -0.08
C: -0.33 1.26 -6.58  -0.62
F: -0.41 0.44 -7.63  0.18
F: -1.55 1.80 -6.40  0.11
F: 0.53 2.24 -6.86  0.14
H: 2.78 -5.08 -4.47  0.14
H: 2.57 -2.83 -3.50  0.12
H: -0.32 -4.32 -0.69  0.04
H: -0.12 -6.56 -1.69  0.13
H: 2.40 0.83 -0.92  0.06
H: 4.48 1.35 0.31  0.13
H: 5.33 -2.83 0.66  0.14
H: 3.26 -3.37 -0.59  0.12
H: -1.22 -1.73 -3.15  0.11
H: -1.78 -0.57 -5.26  0.14
H: 2.02 1.38 -5.22  0.14
H: 2.62 0.21 -3.13  0.11
N: -4.53 -3.14 -1.00  0.16
C: -3.61 -2.20 -0.86  -0.75
N: -3.69 -1.08 -1.54  0.14
S: -2.28 -2.60 0.22  0.69
H: -5.32 -3.04 -1.61  0.15
H: -4.45 -4.00 -0.47  0.12
H: -4.47 -0.89 -2.16  0.13
H: -3.01 -0.34 -1.43  -0.04

Computed, not measured: a molecular structure, C36H47AsBrHgN7O7, with wB97M-V/def2-TZVPD.

Summary:
**Energy relative to the best compared isomer or geometry (same formula, charge and spin)**: 0.3272 eV
**E_LUMO (alpha / beta)**: -1.65 / -3.63 eV
**Gap between HOMO and LUMO (alpha / beta)**: 8.1 / 6.4 eV
**⟨S²⟩**: 0.75
**2S+1**: 2
**HOMO energy (alpha / beta)**: -9.791 / -10.009 eV
**Net charge**: +1
**Maximum force**: 0.90 eV/A

Each line ends with the Löwdin charge.
Positions of all 100 atoms, in Å:
Hg: -0.33 1.38 -0.66  1.07
C: -2.99 4.02 -0.71  -0.07
O: -2.96 2.62 -0.93  -0.15
C: -4.09 1.91 -0.71  -0.21
C: -5.33 2.46 -0.45  -0.05
C: -6.42 1.62 -0.26  -0.68
Br: -8.13 2.39 0.04  0.75
C: -6.30 0.25 -0.27  -0.08
C: -5.04 -0.32 -0.51  -0.06
C: -3.94 0.51 -0.75  -0.19
O: -2.72 0.05 -1.04  -0.04
C: -4.86 -1.77 -0.53  -0.23
N: -3.69 -2.35 -0.65  0.15
C: -3.91 -3.71 -0.63  -0.21
C: -3.01 -4.77 -0.74  -0.02
C: -3.53 -6.05 -0.68  -0.09
C: -4.91 -6.27 -0.55  -0.09
C: -5.81 -5.23 -0.46  -0.01
C: -5.28 -3.94 -0.50  -0.18
N: -5.86 -2.69 -0.44  0.18
H: -3.57 4.52 -1.49  0.10
H: -1.96 4.35 -0.76  0.06
H: -3.40 4.26 0.27  0.10
H: -5.48 3.53 -0.42  0.10
H: -7.17 -0.37 -0.10  0.10
H: -2.72 -0.95 -0.91  0.08
H: -1.95 -4.58 -0.87  0.10
H: -2.87 -6.90 -0.76  0.10
H: -5.27 -7.29 -0.52  0.10
H: -6.87 -5.41 -0.37  0.11
H: -6.84 -2.50 -0.35  0.16
O: 2.04 3.64 -4.09  -0.06
C: 3.21 2.92 -4.47  -0.25
N: 4.35 3.49 -3.82  0.10
C: 4.92 3.18 -2.62  -0.45
O: 5.90 3.79 -2.24  0.08
C: 4.34 2.09 -1.78  -0.11
C: 5.21 1.25 -1.08  0.01
C: 4.68 0.32 -0.21  -0.03
C: 3.31 0.28 -0.01  -0.13
N: 2.48 1.09 -0.67  0.03
C: 2.98 1.96 -1.54  -0.12
H: 1.28 3.29 -4.57  0.10
H: 3.37 2.99 -5.55  0.13
H: 3.12 1.86 -4.20  0.13
H: 4.74 4.31 -4.25  0.15
H: 6.28 1.35 -1.23  0.13
H: 5.33 -0.35 0.34  0.11
H: 2.87 -0.39 0.71  0.11
H: 2.26 2.62 -2.01  0.07
C: 0.70 6.23 -2.11  -0.19
As: 1.28 5.45 -0.43  0.98
C: 0.31 6.33 0.99  -0.19
C: 3.18 5.78 -0.25  -0.18
O: 0.99 3.84 -0.37  -0.62
H: 0.94 7.29 -2.16  0.05
H: -0.37 6.08 -2.20  0.03
H: 1.20 5.69 -2.92  0.02
H: 0.80 7.24 1.33  0.04
H: 0.23 5.62 1.82  0.03
H: -0.70 6.56 0.65  0.03
H: 3.41 6.84 -0.32  0.04
H: 3.70 5.24 -1.04  0.02
H: 3.52 5.40 0.71  0.04
C: 1.21 -6.44 1.21  -0.06
C: 0.31 -5.28 1.65  -0.20
N: 0.98 -4.33 2.53  -0.05
C: 1.19 -4.72 3.93  -0.19
C: 2.65 -5.06 4.21  -0.07
C: 1.39 -3.10 2.16  -0.43
O: 1.86 -2.28 2.93  0.06
C: 1.29 -2.74 0.70  -0.14
C: 2.26 -3.15 -0.21  -0.01
C: 2.19 -2.69 -1.52  -0.05
C: 1.17 -1.83 -1.87  -0.15
N: 0.26 -1.40 -0.99  0.02
C: 0.32 -1.85 0.26  -0.10
H: 0.68 -7.06 0.49  0.08
H: 1.49 -7.05 2.07  0.07
H: 2.12 -6.06 0.74  0.07
H: -0.56 -5.67 2.16  0.12
H: -0.04 -4.74 0.77  0.10
H: 0.55 -5.57 4.14  0.12
H: 0.89 -3.88 4.56  0.12
H: 3.00 -5.86 3.56  0.07
H: 2.76 -5.39 5.25  0.08
H: 3.27 -4.18 4.06  0.07
H: 3.06 -3.80 0.09  0.13
H: 2.94 -2.99 -2.24  0.11
H: 1.07 -1.46 -2.88  0.11
H: -0.42 -1.45 0.95  0.12
C: 0.52 1.64 4.18  0.01
C: 0.51 1.88 2.69  -0.58
N: 1.53 2.59 2.18  0.18
O: -0.41 1.44 2.00  -0.07
H: 1.21 2.30 4.70  0.08
H: 0.81 0.60 4.36  0.09
H: -0.49 1.78 4.56  0.09
H: 2.29 2.91 2.75  0.11
H: 1.52 2.81 1.18  0.03